(1)
Below is ClHIOPS in the gas phase at a distorted geometry, with properties calculated with wB97M-V/def2-TZVPD.

Each line ends with the Mulliken charge.
Positions of all 6 atoms, in Å:
O: -0.772 -0.013 -0.145  -0.410
P: -0.773 -1.561 -0.387  0.492
S: 0.708 -2.621 0.063  -0.281
Cl: -2.523 -2.123 0.543  -0.161
I: -1.522 -1.787 -2.740  0.009
H: -1.425 0.499 -0.619  0.351

LUMO = -0.64 eV
HOMO = -9.662 eV
Energy above the lowest of the compared OMol25 structures with the same formula, charge and spin = 0.0 kJ/mol
Kohn-Sham gap = 9.0 eV
SMILES = O[P@@](=S)(Cl)I
Electronic energy = -1573.35295 a.u.

***

(2)
Below is a molecular structure, C3H4O3Y at a distorted geometry, with properties calculated with wB97M-V/def2-TZVPD.

Each line ends with the Mulliken charge.
Positions of all 11 atoms, in Å:
O: -0.995 -1.256 0.004  -0.285
C: -0.383 -1.305 -1.012  0.607
C: 0.017 -1.766 -2.179  -0.788
H: 0.667 0.915 0.080  -0.142
H: -0.496 -1.430 -3.080  0.249
H: 0.774 -2.577 -2.213  0.243
O: -0.787 2.015 1.186  -0.690
C: 0.512 1.559 1.101  0.343
O: 0.801 0.774 2.201  -0.694
Y: -1.304 0.627 2.794  0.865
H: 1.195 2.443 1.117  0.292

2S+1 = 2
⟨S²⟩ = 0.75
LUMO (alpha / beta) = -0.23 / -0.85 eV
HOMO (alpha / beta) = -6.256 / -8.525 eV
Energy above the lowest of the compared OMol25 structures with the same formula, charge and spin = 0.0 kJ/mol
Kohn-Sham gap (alpha / beta) = 6.0 / 7.7 eV
Electronic energy = -380.64869 a.u.

***

(3)
Below is a molecular structure, C34H50Cl2N3OP3Zr at a distorted geometry, with properties calculated with wB97M-V/def2-TZVPD.

Each line ends with the Mulliken charge.
Positions of all 94 atoms, in Å:
P: 1.345 0.906 -2.304  2.482
C: 3.093 1.196 -2.701  0.517
C: 3.650 0.656 -3.860  -0.073
H: 3.071 -0.003 -4.490  0.409
C: 4.961 0.949 -4.202  -0.843
H: 5.388 0.520 -5.098  0.452
C: 5.721 1.786 -3.398  -0.561
H: 6.744 2.012 -3.666  0.430
C: 5.165 2.336 -2.252  -0.989
H: 5.752 2.990 -1.622  0.444
C: 3.855 2.049 -1.903  -0.720
H: 3.442 2.495 -1.010  0.468
C: 0.807 -0.476 -3.348  0.072
C: 1.352 -1.735 -3.093  -0.551
H: 2.109 -1.851 -2.331  0.581
C: 0.931 -2.835 -3.822  -0.760
H: 1.361 -3.807 -3.623  0.478
C: -0.029 -2.685 -4.815  -0.691
H: -0.349 -3.542 -5.391  0.464
C: -0.566 -1.432 -5.076  -0.755
H: -1.304 -1.310 -5.857  0.464
C: -0.153 -0.327 -4.345  -0.417
H: -0.589 0.641 -4.535  0.441
C: 0.500 2.416 -2.849  0.577
C: 0.928 3.098 -3.987  -0.677
H: 1.734 2.707 -4.592  0.502
C: 0.319 4.290 -4.344  -0.729
H: 0.649 4.816 -5.230  0.437
C: -0.702 4.816 -3.562  -0.581
H: -1.168 5.751 -3.841  0.431
C: -1.110 4.150 -2.416  -0.939
H: -1.891 4.566 -1.795  0.468
C: -0.510 2.952 -2.059  0.099
H: -0.804 2.437 -1.156  0.285
Zr: 0.387 -0.531 2.125  -0.501
C: -1.351 -1.365 1.631  0.313
C: -1.775 -1.361 0.338  -0.414
H: -1.950 -1.842 2.403  0.419
C: -0.831 -0.742 -0.643  0.228
O: -1.469 0.188 -1.542  -0.772
H: -0.769 0.564 -2.093  -0.423
C: 0.334 -0.129 0.126  0.813
H: -0.428 -1.501 -1.319  -0.134
C: 1.260 0.582 -0.578  -0.985
Cl: 0.018 -1.299 4.428  -0.442
Cl: 2.563 0.613 2.359  -0.427
P: 1.621 -2.536 1.830  1.809
C: 2.485 -3.084 3.337  -1.371
H: 1.755 -3.488 4.031  0.404
H: 2.956 -2.224 3.801  0.355
H: 3.234 -3.838 3.102  0.485
C: 0.608 -3.984 1.357  -1.172
H: 0.138 -3.795 0.394  0.121
H: -0.170 -4.110 2.105  0.331
H: 1.202 -4.893 1.297  0.510
C: 2.940 -2.495 0.568  -1.120
H: 3.429 -1.526 0.611  0.353
H: 2.502 -2.616 -0.418  0.028
H: 3.674 -3.281 0.734  0.574
P: -3.244 -2.109 -0.241  1.530
C: -3.954 -3.192 1.020  -1.382
C: -2.922 -3.097 -1.727  -1.232
H: -4.220 -2.616 1.901  0.418
H: -3.235 -3.956 1.303  0.421
H: -4.850 -3.668 0.630  0.463
H: -2.587 -2.443 -2.528  0.258
H: -3.822 -3.616 -2.045  0.490
H: -2.141 -3.824 -1.519  0.399
C: -4.546 -0.931 -0.709  -1.297
H: -4.722 -0.245 0.114  0.391
H: -5.471 -1.451 -0.948  0.479
H: -4.210 -0.368 -1.574  0.345
H: 2.138 0.920 -0.049  0.030
C: 0.860 3.238 4.411  -0.907
N: -0.406 2.588 4.753  0.190
C: -0.929 2.851 6.084  -0.980
C: -1.020 1.636 3.825  0.039
N: -0.465 1.455 2.654  -0.474
N: -2.235 0.902 4.134  0.597
C: -2.642 0.474 5.468  -1.027
C: -3.252 0.860 3.087  -1.001
H: 1.260 3.874 5.228  0.355
H: 0.736 3.889 3.523  0.307
H: 1.634 2.466 4.220  0.256
H: -1.946 3.284 6.016  0.306
H: -0.896 1.927 6.696  0.349
H: -0.311 3.581 6.650  0.348
H: 0.291 2.074 2.345  0.213
H: -3.547 -0.169 5.429  0.320
H: -1.852 -0.128 5.954  0.305
H: -2.949 1.327 6.098  0.374
H: -3.531 1.900 2.813  0.358
H: -2.898 0.388 2.169  0.199
H: -4.181 0.344 3.409  0.364

Charge = +2
LUMO = -5.94 eV
HOMO = -13.208 eV
Energy above the lowest of the compared OMol25 structures with the same formula, charge and spin = 0.0 kJ/mol
Kohn-Sham gap = 7.3 eV
Electronic energy = -3556.08866 a.u.

***

(4)
Below is a molecular structure, C18H14F6IrN3O6S2, with properties calculated with wB97M-V/def2-TZVPD.

Each line ends with the Mulliken charge.
Positions of all 50 atoms, in Å:
Ir: 0.245 0.018 0.559  1.852
O: 1.249 1.619 0.073  -0.881
C: 2.478 1.511 -0.420  0.736
C: 2.907 2.479 -1.336  -0.423
C: 4.163 2.394 -1.883  -0.442
C: 5.054 1.375 -1.508  -0.749
C: 4.675 0.459 -0.563  -0.679
C: 3.377 0.490 -0.017  0.440
C: 3.063 -0.302 1.128  -0.268
N: 1.863 -0.549 1.551  -0.178
C: 1.610 -0.715 2.992  -0.625
C: 0.799 0.539 3.345  -0.592
N: -0.328 0.485 2.399  -0.078
C: -1.528 0.263 2.829  -0.202
C: -2.535 -0.435 2.095  0.297
C: -3.883 -0.360 2.490  -0.672
C: -4.818 -1.193 1.934  -0.785
C: -4.411 -2.171 1.013  -0.484
C: -3.094 -2.298 0.639  -0.578
C: -2.134 -1.413 1.147  1.004
O: -0.872 -1.568 0.764  -0.856
H: 2.210 3.257 -1.620  0.453
H: 4.473 3.127 -2.615  0.427
H: 6.040 1.329 -1.948  0.441
H: 5.366 -0.306 -0.230  0.451
H: 3.887 -0.638 1.755  0.491
H: 2.545 -0.770 3.547  0.521
H: 1.016 -1.612 3.162  0.261
H: 1.391 1.437 3.164  0.248
H: 0.443 0.524 4.375  0.518
H: -1.743 0.534 3.861  0.515
H: -4.172 0.371 3.235  0.461
H: -5.858 -1.115 2.218  0.447
H: -5.147 -2.843 0.591  0.431
H: -2.770 -3.051 -0.066  0.536
F: 1.114 -2.502 -3.732  -0.190
C: 0.092 -1.670 -3.619  0.458
F: -0.306 -1.269 -4.813  -0.193
F: -0.906 -2.275 -2.989  -0.162
S: 0.660 -0.199 -2.652  1.177
O: 0.803 -0.783 -1.291  -0.849
O: 1.861 0.236 -3.269  -0.567
N: -0.476 0.860 -2.762  -0.547
S: -1.558 1.379 -1.772  1.201
O: -1.408 0.855 -0.393  -0.782
O: -1.770 2.774 -1.879  -0.601
C: -3.137 0.575 -2.288  0.563
F: -3.015 -0.746 -2.198  -0.147
F: -3.417 0.913 -3.531  -0.196
F: -4.099 0.983 -1.474  -0.202

2S+1 = 2
⟨S²⟩ = 0.76
Charge = +1
LUMO (alpha / beta) = -3.82 / -5.94 eV
HOMO (alpha / beta) = -11.685 / -11.438 eV
Energy above the lowest of the compared OMol25 structures with the same formula, charge and spin = 29.2 kJ/mol
Kohn-Sham gap (alpha / beta) = 7.9 / 5.5 eV
Electronic energy = -2809.68699 a.u.

***

(5)
Below is 2 unconnected molecules or ions with the total composition C3H8NO at a distorted geometry, with properties calculated with wB97M-V/def2-TZVPD.

Each line ends with the Mulliken charge.
Positions of all 13 atoms, in Å:
C: -1.139 1.085 2.299  -0.108
N: -0.518 0.092 1.796  -0.070
H: -1.139 2.000 1.721  0.287
H: -1.513 1.003 3.315  0.285
H: -0.254 0.202 0.785  0.339
H: -0.393 -0.807 2.245  0.269
O: -0.106 0.758 -0.768  -0.596
C: 0.700 0.306 -1.564  0.159
C: 0.777 -1.151 -1.868  -0.809
H: 1.244 1.019 -2.201  0.391
H: 1.685 -1.383 -2.411  0.310
H: 0.785 -1.722 -0.934  0.274
H: -0.129 -1.402 -2.417  0.270

Charge = +1
LUMO = -5.08 eV
HOMO = -14.559 eV
Energy above the lowest of the compared OMol25 structures with the same formula, charge and spin = 51.0 kJ/mol
Kohn-Sham gap = 9.5 eV
Electronic energy = -248.81646 a.u.

***

(6)
Below is 2 unconnected molecules or ions with the total composition C4H8N2 at a distorted geometry, with properties calculated with wB97M-V/def2-TZVPD.

Each line ends with the Mulliken charge.
Positions of all 14 atoms, in Å:
C: 4.564 0.511 0.082  0.103
C: -0.302 -0.302 -0.141  0.804
C: 0.586 -1.205 0.048  -1.292
C: -2.547 0.385 0.281  -0.693
N: 3.510 0.089 0.048  0.191
N: -1.222 0.525 -0.287  -0.079
H: 5.561 0.921 0.109  0.418
H: 1.161 -1.292 0.961  0.570
H: 0.655 -2.046 -0.636  0.347
H: 2.581 -0.334 -0.002  0.322
H: -2.578 -0.428 1.003  0.323
H: -3.274 0.185 -0.510  0.334
H: -2.828 1.322 0.764  0.318
H: -1.088 1.372 -0.849  0.336

Charge = +2
LUMO = -8.36 eV
HOMO = -20.505 eV
Energy above the lowest of the compared OMol25 structures with the same formula, charge and spin = 76.6 kJ/mol
Kohn-Sham gap = 12.1 eV
Electronic energy = -265.94530 a.u.